Entry 1:
Density functional theory data (ωB97M-V/def2-TZVPD) for C26H69F2HgN4O18S2 as an isolated structure.

```
122
Properties=species:S:1:pos:R:3:lowdin_charge:R:1
Hg -1.70589 -0.95791 4.57789 1.130
N -1.31506 0.53778 1.55071 -0.260
S -2.27404 1.39819 0.72817 0.425
O -3.03778 0.75134 -0.38168 -0.284
O -1.90524 2.83621 0.60080 -0.256
F -3.41872 1.29139 1.76019 -0.192
S -0.28770 0.21635 0.20347 0.588
O 0.69397 1.23034 -0.11248 -0.234
O -0.63901 -0.76620 -0.81067 -0.257
F 0.56219 -0.76536 1.19575 -0.261
C 2.52927 4.52596 -4.24188 -0.298
C 3.33679 5.77580 -4.12295 -0.269
O 4.54456 5.67233 -4.79882 -0.050
O 1.39408 4.62257 -3.45191 -0.054
H 3.12378 3.64334 -4.00603 0.114
H 2.23493 4.21862 -5.24537 0.118
H 3.52325 5.90969 -3.05739 0.129
H 2.75205 6.59903 -4.53342 0.129
H 4.46559 5.96934 -5.70830 0.092
H 0.75376 3.91132 -3.52751 0.093
C -1.77055 8.43933 -1.79865 -0.263
C -2.60810 8.61538 -3.08138 -0.195
O -4.06091 8.63513 -2.79780 -0.092
O -0.40954 8.19026 -2.05683 -0.061
H -2.12529 7.60324 -1.19597 0.118
H -1.89420 9.30891 -1.15317 0.114
H -2.51112 7.67373 -3.62174 0.108
H -2.33626 9.42807 -3.75498 0.119
H -4.34847 9.50382 -3.08812 0.067
H -0.31609 7.23958 -1.96155 0.081
C -1.13509 -0.08119 -5.73710 -0.270
C -1.07896 -1.61252 -5.74066 -0.244
O -2.04372 -2.27574 -4.92776 -0.065
O -1.34064 0.44807 -4.47133 -0.048
H -1.95036 0.14102 -6.42562 0.117
H -0.22980 0.34081 -6.17353 0.121
H -0.12427 -1.92664 -5.31876 0.111
H -1.16047 -1.97018 -6.76708 0.120
H -1.91094 -1.85916 -4.07311 0.068
H -2.28617 0.39174 -4.31511 0.093
C -7.72546 1.91575 -4.83717 -0.246
C -7.66475 1.12330 -3.51929 -0.235
O -8.21188 1.89379 -2.43716 -0.065
O -6.56623 2.28215 -5.54254 -0.067
H -8.31153 2.82536 -4.70593 0.122
H -8.21307 1.24942 -5.54875 0.114
H -6.64203 0.84880 -3.26087 0.109
H -8.01422 0.11607 -3.74613 0.107
H -8.12743 1.35086 -1.64995 0.076
H -6.10987 3.04461 -5.17926 0.086
C -0.97133 2.74142 4.87969 -0.046
O -1.89030 1.73926 5.46157 -0.341
C -2.60164 2.18104 6.66209 -0.159
C -4.08213 1.64484 6.62161 -0.168
N -4.19312 0.23471 6.25814 -0.031
C -5.48719 -0.13747 5.67885 -0.180
C -5.38411 -1.53873 5.06955 -0.217
O -4.63432 -1.43097 3.85667 -0.284
C -4.91864 -2.45411 2.93146 -0.096
H -0.20434 2.32236 4.22838 0.087
H -0.41349 3.16354 5.71559 0.087
H -1.56705 3.51579 4.39641 0.100
H -2.60014 3.26345 6.79044 0.129
H -2.20814 1.74968 7.58252 0.117
H -4.77218 2.22808 6.01188 0.128
H -4.38190 1.81603 7.65550 0.125
H -4.11954 -0.32128 7.09812 0.121
H -5.74616 0.47263 4.81351 0.133
H -6.40038 -0.03408 6.26492 0.133
H -6.36623 -2.01033 5.03585 0.133
H -4.78098 -2.25499 5.62750 0.118
H -5.66556 -2.15437 2.19636 0.104
H -5.20284 -3.39423 3.40422 0.093
H -3.96220 -2.66656 2.45376 0.086
C 2.39503 -7.80993 5.61043 -0.065
O 1.85528 -7.48477 4.31568 -0.185
C 2.79338 -7.10979 3.39433 -0.259
C 1.97769 -6.26365 2.46079 -0.188
N 0.98067 -7.13368 1.78185 0.011
C 0.04810 -6.31163 0.90008 -0.153
C -1.33263 -7.03290 0.67223 -0.154
O -1.98401 -7.44052 1.93363 -0.203
C -3.19760 -8.17943 1.82771 -0.120
H 2.77588 -8.82103 5.46652 0.095
H 1.63179 -7.81380 6.38861 0.087
H 3.15303 -7.12666 5.99341 0.085
H 3.09560 -8.01331 2.86476 0.131
H 3.60346 -6.60705 3.92263 0.127
H 2.58653 -5.90907 1.62911 0.127
H 1.56239 -5.42502 3.01968 0.125
H 1.52702 -7.67089 1.12383 0.112
H 0.49774 -5.97658 -0.03462 0.119
H -0.05588 -5.36201 1.42497 0.102
H -1.10375 -7.95742 0.14216 0.118
H -1.92028 -6.27643 0.15211 0.117
H -3.14835 -9.11887 1.27711 0.086
H -3.93992 -7.63500 1.24407 0.074
H -3.71479 -8.25124 2.78450 0.086
C 7.74296 4.11166 0.17810 -0.142
O 7.75165 2.86091 -0.41992 -0.183
C 8.11757 2.92225 -1.82943 -0.195
C 7.28536 1.91901 -2.63394 -0.203
N 7.65026 0.58213 -2.23468 -0.013
C 6.46781 -0.24252 -2.15986 -0.204
C 6.76847 -1.70299 -1.96435 -0.257
O 7.29717 -2.05525 -0.71297 -0.153
C 7.79083 -3.33933 -0.82840 -0.147
H 7.28513 4.05647 1.16575 0.086
H 7.07283 4.72600 -0.42324 0.088
H 8.65502 4.68168 0.35509 0.088
H 9.13658 2.54363 -1.74970 0.120
H 8.34980 3.84626 -2.35895 0.128
H 7.60876 2.11527 -3.65619 0.126
H 6.26395 2.22301 -2.40501 0.126
H 7.98714 0.70607 -1.29062 0.109
H 5.95874 -0.22517 -3.12352 0.131
H 5.84912 0.13546 -1.34595 0.133
H 7.43704 -1.89728 -2.80302 0.118
H 5.96213 -2.39594 -2.20465 0.124
H 8.40103 -3.62554 -1.68505 0.095
H 7.03507 -4.09035 -0.59838 0.089
H 8.48918 -3.30435 0.00777 0.092
```

Results
highest occupied orbital energy	-10.429	eV
ΔE to the lowest compared entry with this formula, charge and spin	137.2	kcal/mol
total charge	+1
HOMO-LUMO gap	1.3	eV
largest force on an atom	8.67	eV/A

---

Entry 2:
Density functional theory data (ωB97M-V/def2-TZVPD) for a 4-piece molecular cluster, C34H58BBrN5O3S2 overall.

```
104
Properties=species:S:1:pos:R:3:lowdin_charge:R:1
C -6.05224 -2.92402 -4.30965 -0.106
C -7.24287 -2.23269 -3.64308 -0.279
N -6.82758 -1.31586 -2.56466 -0.230
C -7.99109 -0.61832 -1.96221 -0.248
C -7.91670 -0.72122 -0.42780 -0.114
C -5.90339 -0.33640 -3.00078 -1.128
S -6.07150 0.59522 -4.33010 0.689
S -4.51813 -0.14590 -1.91938 0.914
C -4.36832 1.67639 -1.79310 -0.466
C -3.68102 2.07290 -0.47674 -0.239
C -2.32075 2.81480 -0.64200 -0.114
C -1.33624 2.11420 0.26121 -0.321
O -1.61495 2.22594 1.63469 -0.042
B -0.41350 1.77635 2.34862 -1.130
Br -0.94771 -0.22612 2.87222 0.521
C -0.08646 2.50945 3.75279 -0.089
C 1.30568 2.27799 4.27712 -0.190
C 2.41397 2.58935 3.51444 -0.038
C 3.69873 2.38721 3.93566 -0.101
C 3.92812 1.86028 5.18378 -0.116
C 2.84565 1.57179 5.96901 -0.085
C 1.55650 1.76958 5.54192 -0.229
C 0.44221 1.41463 6.50991 -0.048
O 0.59775 1.69234 1.31318 -0.006
C 0.16211 2.51451 0.25276 -0.503
N 0.37142 3.94827 0.46799 0.135
C 1.02592 2.10960 -0.94050 -0.108
C 2.50903 2.46464 -0.75209 -0.193
C 3.46742 1.41654 -1.41252 -0.202
C 4.25564 0.71532 -0.30349 -0.215
C 5.20365 -0.39794 -0.79930 -0.196
C 5.24595 -1.57431 0.21160 -0.212
C 6.65778 -2.05827 0.55247 -0.219
C 6.56548 -3.21524 1.58597 -0.167
C 6.79836 -4.61112 0.94820 -0.227
O 5.92493 -5.56420 1.54471 -0.197
C 4.84408 -5.93974 0.71547 -0.118
H -5.38770 -2.23065 -4.82390 0.053
H -5.54394 -3.52515 -3.55204 0.077
H -6.47045 -3.61315 -5.04824 0.056
H -7.87325 -1.71535 -4.37854 0.099
H -7.83248 -3.02713 -3.17575 0.119
H -8.92790 -1.01346 -2.36484 0.112
H -7.98998 0.45292 -2.18880 0.095
H -6.90214 -0.40602 -0.18649 0.030
H -8.10612 -1.73945 -0.09460 0.067
H -8.59489 -0.00626 0.04182 0.068
H -5.38855 2.06441 -1.83041 0.062
H -3.86853 2.05914 -2.68389 0.059
H -4.37814 2.70079 0.08391 0.113
H -3.51059 1.19147 0.14806 0.077
H -2.45826 3.87753 -0.42518 0.116
H -2.03282 2.68590 -1.69055 0.111
H -1.33368 1.04377 -0.02404 0.152
H -0.32844 3.57990 3.67160 0.115
H -0.77976 2.10535 4.49102 0.060
H 2.22247 3.01176 2.53283 0.105
H 4.49551 2.64261 3.24336 0.098
H 4.95447 1.71252 5.50414 0.093
H 3.05628 1.18017 6.96145 0.103
H 0.04899 2.30567 7.01170 0.083
H 0.84241 0.76539 7.29289 0.067
H -0.35840 0.89775 5.97892 0.057
H -0.34658 4.31826 1.08781 0.084
H 0.24038 4.43814 -0.41227 0.080
H 0.69209 2.60991 -1.86197 0.117
H 0.93880 1.02593 -1.06342 0.121
H 2.78036 2.49910 0.30466 0.092
H 2.75240 3.44902 -1.15268 0.072
H 4.15592 1.95707 -2.06921 0.079
H 2.84375 0.68736 -1.93734 0.101
H 4.82794 1.42882 0.29933 0.116
H 3.51266 0.28584 0.37934 0.116
H 4.83797 -0.75475 -1.76933 0.101
H 6.22369 -0.03130 -0.95521 0.102
H 4.78865 -1.23751 1.14632 0.110
H 4.65807 -2.42560 -0.15015 0.110
H 7.18936 -2.39143 -0.34827 0.103
H 7.27032 -1.26528 0.99329 0.107
H 5.54314 -3.24598 1.97405 0.109
H 7.21635 -3.05746 2.44849 0.105
H 7.81754 -4.91914 1.20028 0.116
H 6.65166 -4.51559 -0.13157 0.108
H 5.08310 -6.89632 0.22796 0.083
H 3.92741 -6.07778 1.29383 0.085
H 4.62531 -5.20607 -0.06881 0.079
C 5.36557 4.77777 -4.06858 -0.073
C 5.18545 4.64682 -2.63087 -0.272
N 5.04316 4.53630 -1.49799 0.163
H 5.27479 3.81153 -4.56368 0.081
H 4.61806 5.44333 -4.49838 0.081
H 6.34846 5.18305 -4.30570 0.079
C -2.86383 -5.75618 -5.31007 -0.072
C -4.25649 -5.88079 -5.71262 -0.283
N -5.35580 -5.97379 -6.02726 0.133
H -2.76065 -5.82958 -4.22829 0.084
H -2.25455 -6.54048 -5.75730 0.079
H -2.45154 -4.79641 -5.61850 0.083
C -4.56103 -0.61618 2.76985 -0.093
C -5.99713 -0.73503 2.54572 -0.261
N -7.12847 -0.82990 2.36858 0.129
H -4.32169 -0.68885 3.82966 0.078
H -4.01541 -1.40275 2.25068 0.073
H -4.18124 0.33952 2.40888 0.063
```

Results
highest occupied orbital energy	-5.332	eV
total charge	-1
HOMO-LUMO gap	7.0	eV
largest force on an atom	1.44	eV/A

---

Entry 3:
Density functional theory data (ωB97M-V/def2-TZVPD) for an isolated ion of composition C6H11ClN3O2 and charge +1.

```
23
Properties=species:S:1:pos:R:3:mulliken_spin:R:1
C 1.62405 -0.67933 1.23234 0.471
C 0.44904 -1.17665 1.00938 0.665
C -1.12731 0.50907 0.53361 -0.041
C -1.99359 1.29693 -0.32602 0.005
C 0.77719 -0.59500 -2.11395 0.015
C -0.38966 -1.14562 -1.20356 0.030
N -0.49049 -0.61048 0.13965 0.060
N -1.01378 0.86054 1.80048 0.065
N 2.09065 0.66505 0.92862 0.050
O 3.28710 0.76723 0.71908 0.347
O 1.27712 1.54949 0.64258 0.118
Cl 2.82319 -1.41697 2.37749 0.173
H 0.14283 -2.15566 1.37070 0.025
H -0.56858 0.20151 2.39863 0.020
H -2.54642 0.71941 -0.94457 0.000
H -1.47147 1.92981 -1.04341 -0.001
H -2.73765 1.93642 0.16019 0.000
H 0.28602 -0.84587 -3.10168 0.001
H 0.77671 0.51058 -2.10503 -0.002
H 1.71347 -0.99234 -1.89840 -0.004
H -1.34777 -0.92008 -1.78301 0.004
H -0.21408 -2.16078 -0.98497 0.002
H -1.34659 1.75274 2.19184 -0.005
```

Results
highest occupied orbital energy (spin up / spin down)	-11.078 / -14.045	eV
ΔE to the lowest compared entry with this formula, charge and spin	7.1	kcal/mol
expectation value of S²	2.01
total charge	+1
spin multiplicity	3
HOMO-LUMO gap (spin up / spin down)	7.3 / 5.5	eV
largest force on an atom	12.49	eV/A

---

Entry 4:
Density functional theory data (ωB97M-V/def2-TZVPD) for one molecule with the formula C3H8N2O2.

```
15
Properties=species:S:1:pos:R:3:lowdin_charge:R:1
N 2.35953 1.23464 -0.54308 0.153
C 1.09803 0.82005 -0.20263 -0.639
O 0.45196 1.49973 0.59125 0.028
N 0.59503 -0.30241 -0.71974 0.116
C -0.99719 -0.94041 -0.43584 -0.018
C -1.67260 -0.79780 0.88245 -0.325
O -1.86010 0.54463 0.98186 -0.121
H 2.74191 1.93700 0.06729 0.105
H 3.03803 0.54052 -0.77863 0.088
H 1.14784 -0.66278 -1.49068 0.115
H -0.67842 -1.91406 -0.67132 0.077
H -1.57510 -0.50921 -1.23709 0.109
H -1.07525 -1.19781 1.70298 0.120
H -2.65767 -1.27565 0.87501 0.129
H -0.91600 1.02356 0.97817 0.063
```

Results
highest occupied orbital energy	-9.341	eV
ΔE to the lowest compared entry with this formula, charge and spin	37.8	kcal/mol
SMILES	NC(=O)NCCO
total charge	0
HOMO-LUMO gap	10.0	eV
largest force on an atom	3.72	eV/A

---

- The lowest total charge belongs to which entry?
  C34H58BBrN5O3S2